Formula: C7H8
Source: the Open Molecules 2025 dataset
Level of theory: ωB97M-V with the def2-TZVPD basis set

Bonds (Å) are listed after each position.
CARTESIAN COORDINATES (ANGSTROEM)
1 C 2.680 1.501 0.255  C2 1.204, H8 1.066
2 C 1.672 1.271 -0.363  C1 1.204, C3 1.464
3 C 0.384 0.775 -0.851  C2 1.464, C4 1.563, H9 1.097, H10 1.095
4 C -0.135 -0.272 0.187  C3 1.563, C5 1.531, C6 1.466, H11 1.096
5 C -0.378 -1.652 -0.432  C4 1.531, H12 1.094, H13 1.095, H14 1.094
6 C -1.373 0.163 0.841  C4 1.466, C7 1.204
7 C -2.443 0.412 1.334  C6 1.204, H15 1.066
8 H 3.542 1.654 0.863  C1 1.066
9 H 0.488 0.310 -1.839  C3 1.097
10 H -0.337 1.592 -0.964  C3 1.095
11 H 0.644 -0.372 0.951  C4 1.096
12 H -1.091 -1.572 -1.258  C5 1.094
13 H 0.555 -2.085 -0.803  C5 1.095
14 H -0.804 -2.322 0.321  C5 1.094
15 H -3.403 0.597 1.759  C7 1.066

Values from the calculation:
Gap between HOMO and LUMO, eV: 10.89
HOMO level, eV: -9.85
Total charge: 0
SMILES string: C#CC[C@H](C)C#C
Total energy, Eh: -271.38646

Atomic partial charges in e from the natural (NBO) method, atoms 1 to 8: -0.26 0.01 -0.47 -0.29 -0.59 0.01 -0.26 0.24